Model 1:
C8H8O4 in the gas phase. Source: the Open Molecules 2025 dataset; level of theory: wB97M-V/def2-TZVPD.

Geometry as XYZ:
```
20
Properties=species:S:1:pos:R:3:mulliken_charge:R:1
O 0.0890 -2.0223 0.6286 -0.682
O 2.3661 -1.5443 -0.4990 -0.493
O -2.2650 -1.1375 -1.1775 -0.514
O -3.4467 0.5018 -0.8381 -0.452
C 1.5458 -0.4049 -0.7287 0.112
C 2.1754 0.8660 -0.6942 -0.699
C 0.0247 1.6015 0.3367 -0.667
C 0.3674 -0.6816 -0.0804 0.515
C 1.4206 1.9068 -0.1715 -0.624
C -1.8418 -0.0389 0.9053 -1.054
C -0.4448 0.3763 0.4140 1.218
C -2.5709 -0.0662 -0.4421 0.591
H -1.7932 -1.7041 -0.3378 0.426
H 3.2457 0.9762 -1.1823 0.257
H -0.6705 2.3788 0.3968 0.425
H 1.6741 2.9503 -0.0282 0.391
H 0.9573 -2.5579 1.0980 0.330
H -2.2194 0.8322 1.6165 0.329
H -1.8271 -1.0668 1.3426 0.306
H 3.2133 -1.1654 -0.5587 0.285
```

As for the HOMO energy: -9.0 eV. The value obtained for the LUMO energy is 0.2010 eV. Its total charge is 0. As for the HOMO-LUMO gap: 9.21 eV. As for the structure (SMILES): O=C(O)Cc1cccc(O)c1O.

Model 2:
C8H8O4 in the gas phase. Source: the Open Molecules 2025 dataset; level of theory: wB97M-V/def2-TZVPD.

Geometry as XYZ:
```
20
Properties=species:S:1:pos:R:3:mulliken_charge:R:1
O 1.6858 2.1371 -0.1483 -0.575
O 2.2588 -1.0142 -1.0485 -0.500
O 2.3853 -0.7326 1.2876 -0.531
O 3.6286 0.5030 -0.1136 -0.615
C -1.8165 -1.1094 0.2416 -0.657
C 2.4340 -0.1453 0.0324 0.542
C -0.4805 -0.7073 0.2925 -0.164
C 1.1953 1.0579 -0.1285 0.700
C -2.7787 -0.1502 0.2387 -0.189
C -2.4596 1.2771 0.1302 -0.682
C -0.1423 0.6556 0.0422 0.421
C -1.1716 1.6529 -0.1444 -0.452
H -2.1523 -2.1445 0.2379 0.358
H 3.0839 -0.9621 -1.5113 0.317
H 3.2883 -1.1164 1.4091 0.344
H 3.7486 1.1503 0.6818 0.363
H -3.2107 1.9933 -0.0462 0.380
H 0.3551 -1.4749 0.3702 0.273
H -3.7609 -0.5627 0.3140 0.359
H -1.0198 2.7162 -0.5066 0.309
```

As for the HOMO energy: -9.2 eV. The value obtained for the LUMO energy is 0.0230 eV. Its total charge is 0. As for the HOMO-LUMO gap: 9.24 eV. As for the structure (SMILES): O=C(c1ccccc1)C(O)(O)O.

Which structure above is the least stable? It is model 1.